No. 1
This record from OMol25 describes a single C11H12OS2 molecule at a distorted geometry. The level of theory is ωB97M-V with the def2-TZVPD basis set.

XYZ file:
```
26
C11H12OS2 ωB97M-V with the def2-TZVPD basis set
H 4.73 -0.38 0.15
C 0.49 -0.40 0.33
C -1.00 -0.27 0.15
H 3.30 -0.55 1.34
C 0.39 2.16 -0.37
H -3.46 -1.11 -2.04
S 2.95 0.97 -0.39
H -1.28 0.49 2.14
H -1.15 -1.60 -1.50
C -1.78 0.32 1.18
C -3.04 -0.75 -1.07
C -3.15 0.46 1.02
S 1.18 -2.04 0.19
H -0.25 2.48 0.47
H 0.93 3.04 -0.56
C -3.81 -0.06 -0.19
C -1.67 -0.87 -0.89
H 3.00 -1.43 -1.40
C 3.61 -0.51 0.34
H 3.55 -2.70 -0.24
H -4.92 0.01 -0.18
C 2.96 -1.73 -0.37
H -3.70 0.98 1.74
O 0.99 0.42 1.34
H -0.09 2.12 -1.27
C 1.19 0.93 0.07
```

Values from the calculation:
SMILES string: C[C@@]12O[C@]1(c1ccccc1)SCCS2
HOMO level (eV): -8.433
ΔE to the lowest compared entry with this formula, charge and spin (kcal/mol): 59.6
Maximum force (eV/Å): 3.58
Orbital gap (eV): 9.1
Lowest unoccupied orbital energy (eV): 0.71

No. 2
This record from OMol25 describes an isolated ion of composition C4H9N2 and charge +1 at a distorted geometry. The level of theory is ωB97M-V with the def2-TZVPD basis set.

XYZ file:
```
15
C4H9N2 ωB97M-V with the def2-TZVPD basis set
H 3.75 0.22 0.46
N -0.33 -0.56 -0.24
H 2.64 -1.08 1.10
C -1.80 -0.50 -0.38
H -3.24 0.64 0.30
N -2.24 0.60 0.38
C 0.49 0.45 -0.32
H 2.16 1.50 -0.60
H -2.13 -1.53 0.09
H -1.94 0.44 1.31
H -2.04 -0.38 -1.47
C 1.90 0.58 -0.27
H 0.13 -1.53 -0.39
H -0.10 1.37 -0.34
C 2.77 -0.22 0.38
```

Values from the calculation:
SMILES string: C=C/C=[NH+]/CN
HOMO level (eV): -14.242
Net charge: +1
ΔE to the lowest compared entry with this formula, charge and spin (kcal/mol): 55.8
Maximum force (eV/Å): 4.14
Orbital gap (eV): 8.9
Lowest unoccupied orbital energy (eV): -5.39

No. 3
This record from OMol25 describes C32H46AsIN6O2RbS as an isolated structure. The level of theory is ωB97M-V with the def2-TZVPD basis set.

XYZ file:
```
90
C32H46AsIN6O2RbS ωB97M-V with the def2-TZVPD basis set
C 0.80 -3.78 -2.06
C 2.47 0.16 5.31
H 1.68 3.47 -5.41
H 0.22 3.48 -4.43
C -1.69 1.47 3.30
C -0.26 5.15 -1.70
H -0.07 -3.34 -3.95
H -7.53 1.24 -2.85
N 0.15 0.29 2.76
H 1.80 -3.83 -2.50
N 0.24 -1.51 -2.93
H 2.09 -3.66 1.01
H 0.08 5.40 -2.71
C 2.71 -0.07 6.66
S -1.84 2.39 1.87
H 1.79 -1.60 -4.39
C 2.05 3.38 -3.27
H 0.44 5.60 -0.99
Rb -0.66 0.09 -0.28
C 3.39 -1.41 2.60
H 2.92 -3.94 -0.52
N 0.93 -3.32 -0.69
C 3.09 -0.52 0.07
H 0.87 3.83 1.20
C -0.10 -2.91 -2.92
H -5.06 1.42 -2.55
H -1.72 -0.94 -3.39
C 4.24 -1.23 0.37
N 2.14 -0.23 0.95
C 1.22 3.06 -4.51
H 2.93 -0.14 -0.94
H 3.39 3.12 -0.43
H -7.47 -2.56 -0.86
C 0.72 -1.48 5.34
I -9.70 -0.85 -2.14
O -2.84 0.72 -1.79
H -0.65 -1.08 -4.82
H -0.07 -2.01 4.83
H -0.51 0.29 -3.69
C 1.22 -0.29 3.19
As 1.27 2.59 -1.64
C -3.38 -0.34 -1.38
C -0.71 -0.78 -3.76
H -1.12 -2.84 -0.43
H -3.27 2.41 4.14
C 2.27 -0.66 2.21
H -1.14 -2.99 -2.58
H 2.46 4.60 -0.62
H 4.99 -1.43 -0.38
C -5.57 -1.57 -1.07
H 2.52 3.85 1.82
H 1.74 -5.13 0.07
H -0.20 -3.07 1.06
H -0.67 -4.48 0.09
C -6.94 -1.69 -1.23
H 0.39 -4.81 -2.09
H 1.78 -0.17 -3.33
C -0.33 -3.43 0.04
C 1.48 -0.54 4.64
H -0.78 3.43 -0.50
N -0.75 0.62 3.69
C -4.89 -0.45 -1.55
C -5.60 0.55 -2.19
C 1.96 -1.01 7.35
H 3.49 0.49 7.17
O -2.80 -1.33 -0.87
C 2.39 3.55 -0.34
C -7.63 -0.67 -1.88
C 1.60 -1.24 -3.36
C 1.86 3.38 1.09
H 5.24 -2.27 1.97
H 2.31 -1.72 -2.69
H -2.46 1.27 5.16
N -2.69 1.60 4.24
C -6.98 0.45 -2.36
H 3.06 0.89 4.77
H -1.10 3.21 -2.19
C 0.96 -1.71 6.69
H 2.16 4.45 -3.14
C 4.38 -1.69 1.67
H -1.22 5.65 -1.55
H 3.06 2.96 -3.36
H 0.37 -2.44 7.23
C 1.97 -4.05 0.00
H 2.15 -1.19 8.40
H -4.99 -2.34 -0.58
H 3.47 -1.77 3.62
H 1.12 1.98 -4.65
C -0.39 3.65 -1.49
H 1.75 2.33 1.34
```

Values from the calculation:
HOMO level (eV): -4.386
Net charge: -1
ΔE to the lowest compared entry with this formula, charge and spin (kcal/mol): 5.8
Maximum force (eV/Å): 0.90
Orbital gap (eV): 6.3
Lowest unoccupied orbital energy (eV): 1.96

No. 4
This record from OMol25 describes a single C3H3Cl2N3 molecule at a distorted geometry. The level of theory is ωB97M-V with the def2-TZVPD basis set.

XYZ file:
```
11
C3H3Cl2N3 ωB97M-V with the def2-TZVPD basis set
C -1.20 0.89 -0.56
H 2.26 -0.87 0.79
N -0.54 2.02 -0.56
C 1.08 0.58 0.23
N 2.15 0.20 0.78
Cl -0.78 -0.86 1.43
N 0.66 1.90 -0.01
H -2.22 0.92 -0.66
Cl -0.08 -1.45 -1.35
C -0.31 -0.21 -0.13
H 1.39 2.74 -0.20
```

Values from the calculation:
SMILES string: [H]/N=C1/NN=CC1(Cl)Cl
HOMO level (eV): -9.301
ΔE to the lowest compared entry with this formula, charge and spin (kcal/mol): 39.0
Maximum force (eV/Å): 4.69
Orbital gap (eV): 9.5
Lowest unoccupied orbital energy (eV): 0.15

No. 5
This record from OMol25 describes a single C23H35N3O3 molecule at a distorted geometry. The level of theory is ωB97M-V with the def2-TZVPD basis set.

XYZ file:
```
64
C23H35N3O3 ωB97M-V with the def2-TZVPD basis set
C -0.34 -2.57 2.21
H -2.08 -2.13 2.88
C 1.87 -1.31 -0.64
N -0.71 -0.40 3.46
C 2.54 0.30 -5.11
H -0.51 -3.27 1.61
C 0.00 0.00 -1.86
H 0.84 1.11 2.44
H 1.79 -0.83 7.20
H 0.85 2.38 -8.20
C 2.12 0.90 -6.37
H 2.88 -1.90 -0.80
C 0.86 -1.30 6.92
C -0.98 0.94 3.38
H -0.57 1.40 4.11
H -2.22 -1.22 6.68
H -0.69 2.60 -7.54
H -3.25 0.67 3.61
H 1.19 -0.46 4.99
C 0.85 -2.33 -0.05
H -0.01 0.61 5.96
O 1.99 -0.54 -2.89
H -1.71 -1.11 1.59
H -2.03 0.45 6.01
C -1.45 -1.63 2.53
H 0.77 -1.77 -2.50
H -2.81 0.85 2.04
H -0.10 0.87 1.32
N -0.46 0.64 -2.95
H 0.48 3.31 1.35
H 0.98 -2.37 6.70
O -0.77 0.11 -0.73
C -2.06 -0.83 5.69
C -0.10 1.16 -5.28
H 2.48 1.17 -7.13
O 0.16 -3.04 -0.50
H 0.08 3.44 3.11
N 0.85 -2.13 1.33
C 0.52 1.25 -6.45
H -0.34 0.87 -8.28
C 1.05 -0.96 -2.05
C 0.25 0.50 -4.00
C 0.40 -0.60 5.79
H 3.45 0.04 -4.95
H -2.91 -1.09 5.17
H 0.91 -1.19 1.76
H 1.95 -0.27 -0.12
C 0.08 1.65 -7.64
H -1.85 4.18 1.74
C -0.81 -0.94 4.85
C 1.79 0.27 -4.03
H -2.43 3.10 3.71
H 0.19 -3.08 3.05
H -1.36 1.02 -2.88
H -0.64 -2.11 4.79
C -0.08 1.39 2.10
C -1.68 3.14 1.55
C -2.53 1.29 2.96
C -2.70 2.73 2.88
H -1.38 1.42 -5.37
C -0.27 2.99 1.99
H -0.06 -1.39 7.62
H -1.95 2.70 0.72
H -3.56 2.93 2.34
```

Values from the calculation:
SMILES string: CC[C@@H](C)N(CCNC(=O)C[C@@H]1Oc2ccc(C)cc2NC1=O)C1CCCCC1
HOMO level (eV): -7.756
ΔE to the lowest compared entry with this formula, charge and spin (kcal/mol): 487.9
Maximum force (eV/Å): 18.32
Orbital gap (eV): 7.3
Lowest unoccupied orbital energy (eV): -0.42

No. 6
This record from OMol25 describes C16H41BrCrN3O5 as an isolated structure at a distorted geometry. The level of theory is ωB97M-V with the def2-TZVPD basis set.

XYZ file:
```
67
C16H41BrCrN3O5 ωB97M-V with the def2-TZVPD basis set
C -1.62 0.66 -5.22
H -3.15 1.19 6.74
H 4.81 0.98 3.60
H 4.25 -5.73 0.19
H 4.01 -2.56 -1.77
H -1.41 2.97 5.57
H -0.69 0.94 -1.95
H 4.66 -5.10 -1.45
H -0.30 -1.07 7.02
H 1.82 -1.46 -1.70
H -1.77 0.78 -7.36
C -4.53 0.74 -1.42
H 1.85 -0.75 0.59
O -2.32 -0.64 6.88
C 4.01 0.86 0.71
H -1.52 1.20 7.31
C 2.16 -2.11 -0.90
C -2.86 3.13 -7.79
H -3.28 0.33 4.20
H -2.14 3.83 -8.22
H -0.85 -0.10 -5.35
H -2.88 -0.87 -2.84
Cr -1.48 -1.70 3.23
C 3.91 -5.14 -0.66
H 3.15 1.41 1.09
H -1.30 -2.39 7.66
H -0.64 0.38 4.97
O 3.55 -3.86 -0.23
C -2.16 0.76 6.55
H -0.57 -0.33 -3.06
O -3.34 1.12 -2.10
H -2.22 -0.50 -1.22
O -2.72 2.45 -6.49
C -1.24 -1.32 7.50
H -4.99 -0.01 -2.06
C 5.30 1.17 2.64
C -2.53 -0.08 -2.18
C -1.20 0.52 -2.82
N -1.32 1.45 -4.01
N 2.62 -1.31 0.27
Br -0.59 -0.38 1.10
C -1.59 0.90 5.06
H 5.12 2.23 2.46
H 2.97 0.23 -1.01
H -0.37 1.73 -4.19
H -0.77 2.04 -6.56
C 3.55 -0.29 -0.25
H -2.84 2.34 -8.53
N -2.30 0.23 4.00
H 2.99 -5.63 -1.01
C -1.68 1.45 -6.50
H 6.34 0.89 2.49
H -5.29 1.51 -1.31
H -2.53 0.07 -5.09
H 2.73 -3.73 -2.17
H -1.18 -0.87 8.49
H -0.25 2.39 4.32
C 3.14 -3.10 -1.38
H -4.31 0.20 -0.50
H 4.62 1.55 0.14
H 1.30 -2.74 -0.63
O 4.52 0.25 1.88
C -1.27 2.32 4.70
H -1.78 2.84 3.89
H -3.81 3.65 -7.92
H -2.21 0.89 3.25
H 4.41 -0.84 -0.63
```

Values from the calculation:
HOMO level (alpha / beta) (eV): -10.588 / -10.589
Net charge: +1
<S²>: 6.083
2S+1: 5
Maximum force (eV/Å): 4.37
Orbital gap (alpha / beta) (eV): 4.0 / 4.9
Lowest unoccupied orbital energy (alpha / beta) (eV): -6.62 / -5.67

No. 7
This record from OMol25 describes C17H27GaNO9 as an isolated structure. The level of theory is ωB97M-V with the def2-TZVPD basis set.

XYZ file:
```
55
C17H27GaNO9 ωB97M-V with the def2-TZVPD basis set
C 2.59 -1.37 2.85
H 0.54 -1.43 0.17
H 3.92 -1.73 -1.63
H 2.92 -1.73 4.95
H 1.52 -1.26 2.94
H -0.73 1.82 -1.23
C 0.72 2.74 3.14
O 1.78 -4.21 -1.71
H -0.36 -2.98 -1.67
O -2.12 0.34 -1.35
O -3.58 -1.24 -1.38
H -5.64 -1.06 -1.36
C -1.30 4.89 -0.47
H -1.47 4.60 -1.50
H 5.37 -2.05 4.61
O 0.95 -5.32 0.06
Ga 2.04 -0.91 -0.06
O 3.66 -3.98 -0.45
H -4.22 -2.69 -3.53
C 5.27 -1.69 2.51
C 0.80 -4.54 -0.82
H 1.31 1.84 3.26
O 0.45 2.86 1.74
C 3.20 -1.28 1.59
C 4.72 -1.82 3.77
H 1.30 3.60 3.48
C -0.53 -3.90 -1.13
H 0.34 6.21 -0.91
O -0.46 3.86 0.08
H -4.95 -1.11 -3.77
C 2.89 -2.06 -1.59
H -2.26 4.90 0.05
H -0.20 2.66 3.71
C -1.72 1.67 -1.66
C -4.87 -1.75 -1.71
H 2.37 -1.92 -2.53
H -1.25 6.99 -0.92
C -0.63 6.25 -0.42
C -0.40 3.82 1.41
H -5.98 -2.49 -3.40
H -1.03 -3.72 -0.19
C -5.02 -2.03 -3.19
C -3.37 0.04 -1.67
H -0.47 6.57 0.61
O -4.18 0.80 -2.15
H -4.97 -2.67 -1.14
N 4.53 -1.42 1.42
H -2.41 2.40 -1.24
C 3.36 -1.64 3.97
C 2.88 -3.44 -1.17
H -1.09 -4.59 -1.75
H 2.12 0.64 -0.43
H -1.66 1.79 -2.75
O -0.99 4.55 2.17
H 6.33 -1.81 2.36
```

Values from the calculation:
HOMO level (eV): -5.101
Net charge: -1
Maximum force (eV/Å): 1.00
Orbital gap (eV): 7.7
Lowest unoccupied orbital energy (eV): 2.56

No. 8
This record from OMol25 describes C32H28N2O3PPd as an isolated structure. The level of theory is ωB97M-V with the def2-TZVPD basis set.

XYZ file:
```
67
C32H28N2O3PPd ωB97M-V with the def2-TZVPD basis set
C 2.31 -0.68 5.06
C -4.15 0.24 -0.73
C -4.69 -0.97 -1.18
H -6.96 2.12 -0.71
C -2.71 0.28 -0.39
H 1.43 2.76 -0.91
O -2.20 1.35 0.10
O 1.84 -0.09 -0.10
C -2.42 -0.09 2.89
H -7.91 -0.01 -1.51
C -4.97 1.35 -0.55
C 5.99 -1.69 1.57
C -4.77 0.25 3.30
P -0.74 0.52 2.69
O -1.98 -0.74 -0.54
H 1.80 -2.42 1.89
H 6.49 1.17 -0.17
C -0.41 -0.16 5.37
C -6.04 -1.05 -1.46
C 4.62 -1.84 1.37
H 2.24 -3.13 0.35
C 6.65 -0.61 1.02
H -6.46 -1.98 -1.82
H 7.72 -0.50 1.17
H 6.53 -2.42 2.16
H -1.84 -2.11 2.42
C 4.60 0.20 0.07
C -3.94 -1.95 2.79
C 0.19 -0.03 4.12
C 0.35 -0.54 6.46
H 4.04 0.92 -0.51
C -6.86 0.06 -1.29
H 1.16 5.23 -0.92
C -0.50 4.43 1.91
C 1.71 -0.80 6.31
H 0.71 -2.24 0.50
C -3.49 0.76 3.19
H -1.16 2.64 3.65
H -0.11 -0.64 7.43
H -0.11 6.30 0.96
C 0.03 5.22 0.92
C -5.00 -1.11 3.10
C 5.96 0.34 0.26
C 1.55 -0.29 3.97
H 4.11 -2.69 1.80
C 0.74 4.64 -0.13
C 3.92 -0.89 0.62
H -3.32 1.82 3.31
H 2.03 -0.18 3.00
C -6.32 1.26 -0.84
H -1.47 0.01 5.49
C 1.76 -2.27 0.81
C 2.46 -1.02 0.41
C 0.88 3.28 -0.13
H 3.37 -0.88 4.94
N -0.81 2.20 2.81
C -2.66 -1.45 2.68
H -5.60 0.91 3.52
H -4.12 -3.01 2.63
Pd -0.29 0.44 0.35
H 2.30 -1.11 7.16
N 0.37 2.49 0.84
H -4.03 -1.82 -1.31
H -1.06 4.86 2.74
H -4.53 2.28 -0.20
C -0.32 3.05 1.83
H -6.00 -1.50 3.17
```

Values from the calculation:
HOMO level (alpha / beta) (eV): -11.099 / -11.433
Net charge: +1
<S²>: 2.007
2S+1: 3
Maximum force (eV/Å): 0.62
Orbital gap (alpha / beta) (eV): 8.3 / 7.3
Lowest unoccupied orbital energy (alpha / beta) (eV): -2.82 / -4.13

No. 9
This record from OMol25 describes a 2-piece molecular cluster, C3H8N5 overall at a distorted geometry. The level of theory is ωB97M-V with the def2-TZVPD basis set.

XYZ file:
```
16
C3H8N5 ωB97M-V with the def2-TZVPD basis set
H -1.08 -0.46 1.41
N -0.16 1.42 0.07
H -1.50 -0.57 -1.69
H -0.14 -1.75 0.49
H 2.03 -0.88 -0.78
C -0.53 -0.78 0.40
H 3.74 0.23 1.15
N 0.35 0.29 0.14
N -2.31 0.74 -0.33
H -2.47 -1.18 -0.43
C -1.63 -0.58 -0.60
N 3.44 0.00 0.18
C -1.51 1.61 0.10
H 4.03 0.25 -0.65
N 2.22 -0.47 0.11
H -1.86 2.57 0.50
```

Values from the calculation:
HOMO level (alpha / beta) (eV): -11.652 / -14.125
Net charge: +1
<S²>: 2.046
2S+1: 3
ΔE to the lowest compared entry with this formula, charge and spin (kcal/mol): 63.3
Maximum force (eV/Å): 4.00
Orbital gap (alpha / beta) (eV): 5.9 / 6.8
Lowest unoccupied orbital energy (alpha / beta) (eV): -5.78 / -7.29

In order of appearance, M = 224.35 85.13 866.12 151.98 401.55 487.42 459.12 625.98 114.13 u.
In order of appearance, DFT total energy = -35317.5778 -7265.7228 -127399.1853 -32672.8593 -35012.6395 -130415.0615 -90361.7425 -55525.7206 -10676.8485 eV.